## a
Density functional theory data (ωB97M-V with the def2-TZVPD basis set) for a 2-piece molecular cluster, C3H8OS2 overall.

Each atom is followed by the atoms it is bonded to, with distances in Å.
Positions of all 14 atoms, in Å:
1 C 2.656 -2.061 0.268  C2 1.510, H4 1.091, H5 1.100, H6 1.081
2 C 1.202 -1.665 0.362  C1 1.510, O3 1.210, H7 1.101
3 O 0.365 -2.020 -0.436  C2 1.210
4 H 2.652 -3.067 -0.154  C1 1.091
5 H 2.973 -1.478 -0.609  C1 1.100
6 H 3.263 -1.789 1.121  C1 1.081
7 H 0.931 -0.806 0.995  C2 1.101
8 C -2.445 1.954 0.669  S9 1.800, H11 1.087, H12 1.091, H13 1.082
9 S -2.442 0.946 -0.822  C8 1.800, S10 2.038
10 S -1.439 2.139 -2.135  S9 2.038, H14 1.336
11 H -3.259 2.668 0.574  C8 1.087
12 H -2.698 1.262 1.475  C8 1.091
13 H -1.489 2.422 0.861  C8 1.082
14 H -0.269 1.494 -2.169  S10 1.336

structure (SMILES): CC=O.CSS
lowest unoccupied orbital energy: 0.66 eV
Kohn-Sham gap: 9.48 eV
molecular weight: 124.2 g/mol

=====

## b
Density functional theory data (ωB97M-V with the def2-TZVPD basis set) for a 2-piece molecular cluster, C3H8OS2 overall.

Each atom is followed by the atoms it is bonded to, with distances in Å.
Positions of all 14 atoms, in Å:
1 C 1.249 -0.449 -1.432  C2 1.343, H4 1.088, H5 1.075
2 C 1.627 0.278 -0.368  C1 1.343, O3 1.364, H6 1.100
3 O 1.868 -0.253 0.865  C2 1.364, H7 0.993
4 H 1.183 0.082 -2.380  C1 1.088
5 H 1.052 -1.503 -1.355  C1 1.075
6 H 1.977 1.312 -0.498  C2 1.100
7 H 1.363 -1.063 1.140  O3 0.993
8 C -1.441 1.031 0.915  S9 1.819, H11 1.107, H12 1.088, H13 1.074
9 S -2.188 0.381 -0.611  C8 1.819, S10 2.282
10 S -2.055 -1.803 0.037  S9 2.282, H14 1.385
11 H -1.591 2.128 0.930  C8 1.107
12 H -0.383 0.891 1.124  C8 1.088
13 H -1.967 0.854 1.835  C8 1.074
14 H -0.694 -1.886 -0.202  S10 1.385

structure (SMILES): C=CO.CSS
lowest unoccupied orbital energy: -0.26 eV
Kohn-Sham gap: 8.74 eV
molecular weight: 124.2 g/mol

=====

The data favor a; the next most stable structure lies 0.883 eV above it.

=====

## a
Density functional theory data (ωB97M-V with the def2-TZVPD basis set) for C3H8OS2 in the gas phase.

Each atom is followed by the atoms it is bonded to, with distances in Å.
Positions of all 14 atoms, in Å:
1 O 0.571 -1.631 -0.638  C2 1.406, H7 0.986
2 C 1.049 -0.316 -0.495  O1 1.406, C3 1.571, H8 1.144, H9 1.114
3 C -0.067 0.786 -0.574  C2 1.571, S4 1.849, C5 1.429, H10 1.059
4 S -1.231 0.154 -1.865  C3 1.849, H11 1.361
5 C -0.533 0.939 0.768  C3 1.429, S6 1.810, H12 1.137, H13 1.086
6 S -1.346 -0.540 1.421  C5 1.810, H14 1.431
7 H 0.153 -1.848 0.228  O1 0.986
8 H 1.804 -0.174 -1.342  C2 1.144
9 H 1.717 -0.026 0.349  C2 1.114
10 H 0.399 1.642 -0.987  C3 1.059
11 H -1.016 -1.167 -1.616  S4 1.361
12 H 0.427 1.144 1.340  C5 1.137
13 H -1.217 1.782 0.725  C5 1.086
14 H -0.711 -0.745 2.686  S6 1.431

structure (SMILES): OC[C@@H](S)CS
lowest unoccupied orbital energy: 0.46 eV
Kohn-Sham gap: 9.44 eV
molecular weight: 124.2 g/mol

=====

## b
Density functional theory data (ωB97M-V with the def2-TZVPD basis set) for a 2-piece molecular cluster, C3H8OS2 overall.

Each atom is followed by the atoms it is bonded to, with distances in Å.
Positions of all 14 atoms, in Å:
1 C -0.628 0.062 0.839  C2 1.514, S5 1.769, H6 1.107, H7 1.107
2 C 0.277 0.130 -0.373  C1 1.514, S3 1.829, H8 1.107, H9 1.107
3 S 2.058 0.309 -0.002  C2 1.829, C4 1.853
4 C 1.754 0.469 1.818  S3 1.853, S5 1.835, H10 1.107, H11 1.107
5 S 0.044 1.054 2.140  C1 1.769, C4 1.835
6 H -1.626 0.380 0.482  C1 1.107
7 H -0.714 -0.985 1.190  C1 1.107
8 H 0.062 1.039 -0.966  C2 1.107
9 H -0.019 -0.746 -0.982  C2 1.107
10 H 1.928 -0.529 2.263  C4 1.107
11 H 2.492 1.167 2.258  C4 1.107
12 O -1.568 -0.997 -3.034  H13 0.984, H14 0.984
13 H -2.239 -1.279 -2.372  O12 0.984
14 H -1.819 -0.073 -3.262  O12 0.984

structure (SMILES): C1CSCS1.O
lowest unoccupied orbital energy: 0.47 eV
Kohn-Sham gap: 9.11 eV
molecular weight: 124.2 g/mol

=====

The data favor b; the next most stable structure lies 0.975 eV above it.

=====

## a
Density functional theory data (ωB97M-V with the def2-TZVPD basis set) for a 2-piece molecular cluster, C3H8OS2 overall.

Each atom is followed by the atoms it is bonded to, with distances in Å.
Positions of all 14 atoms, in Å:
1 C -0.129 0.468 0.581  C2 1.543, C4 1.550, H7 1.095, H8 1.087
2 C -0.332 0.794 -0.913  C1 1.543, O3 1.430, H9 1.130, H10 1.088
3 O 0.474 1.946 -1.174  C2 1.430, H11 0.971
4 C -1.111 -0.553 1.211  C1 1.550, S5 1.818, H12 1.090, H13 1.090
5 S -0.912 -0.790 3.003  C4 1.818, H14 1.362
6 S 1.407 -0.538 -2.833  no bonds
7 H -0.325 1.388 1.141  C1 1.095
8 H 0.904 0.138 0.649  C1 1.087
9 H 0.087 -0.101 -1.461  C2 1.130
10 H -1.373 0.949 -1.190  C2 1.088
11 H 0.972 1.611 -1.938  O3 0.971
12 H -1.026 -1.521 0.717  C4 1.090
13 H -2.107 -0.136 1.064  C4 1.090
14 H -0.574 -2.102 3.146  S5 1.362

lowest unoccupied orbital energy: -3.51 eV
Kohn-Sham gap: 5.83 eV
molecular weight: 124.2 g/mol

=====

## b
Density functional theory data (ωB97M-V with the def2-TZVPD basis set) for a 2-piece molecular cluster, C3H8OS2 overall.

Each atom is followed by the atoms it is bonded to, with distances in Å.
Positions of all 14 atoms, in Å:
1 C -2.178 0.820 -0.668  C2 1.485, H4 1.094, H5 1.091, H6 1.092
2 C -0.719 1.096 -0.621  C1 1.485, O3 1.206, H7 1.103
3 O -0.142 1.456 0.376  C2 1.206
4 H -2.730 1.708 -0.346  C1 1.094
5 H -2.546 0.013 -0.033  C1 1.091
6 H -2.508 0.568 -1.678  C1 1.092
7 H -0.196 0.965 -1.583  C2 1.103
8 C 0.843 -1.462 1.005  S9 1.814, H11 1.092, H12 1.086, H13 1.084
9 S 1.778 -1.494 -0.550  C8 1.814, S10 2.091
10 S 3.370 -0.143 -0.443  S9 2.091, H14 1.353
11 H 1.204 -2.270 1.645  C8 1.092
12 H -0.237 -1.531 0.912  C8 1.086
13 H 1.055 -0.552 1.555  C8 1.084
14 H 3.007 0.825 0.430  S10 1.353

structure (SMILES): CC=O.CSS
lowest unoccupied orbital energy: 0.53 eV
Kohn-Sham gap: 8.69 eV
molecular weight: 124.2 g/mol

=====

The data favor b; the next most stable structure lies 3.209 eV above it.

=====

## a
Density functional theory data (ωB97M-V with the def2-TZVPD basis set) for C4H12N2Si in the gas phase.

Each atom is followed by the atoms it is bonded to, with distances in Å.
Positions of all 19 atoms, in Å:
1 H -3.699 -0.266 -0.451  N2 1.030
2 N -3.003 -0.203 0.306  H1 1.030, N3 1.225
3 N -2.112 0.613 0.105  N2 1.225, C4 1.379
4 C -1.075 0.494 1.007  N3 1.379, Si5 2.019, H9 1.042, H10 1.149
5 Si 0.514 -0.101 -0.087  C4 2.019, C6 1.974, C7 1.993, C8 1.911
6 C 0.527 1.166 -1.600  Si5 1.974, H11 1.084, H12 1.161, H13 1.178
7 C 1.792 0.195 1.414  Si5 1.993, H14 1.081, H15 1.052, H16 1.071
8 C 0.410 -1.905 -0.708  Si5 1.911, H17 1.033, H18 1.162, H19 1.037
9 H -1.332 -0.035 1.866  C4 1.042
10 H -0.883 1.593 1.282  C4 1.149
11 H -0.060 0.895 -2.470  C6 1.084
12 H 0.070 2.202 -1.342  C6 1.161
13 H 1.660 1.342 -1.871  C6 1.178
14 H 1.475 -0.286 2.329  C7 1.081
15 H 2.805 0.011 1.199  C7 1.052
16 H 1.860 1.255 1.547  C7 1.071
17 H -0.321 -2.330 -0.115  C8 1.033
18 H 0.074 -2.202 -1.780  C8 1.162
19 H 1.298 -2.436 -0.632  C8 1.037

structure (SMILES): [H]/N=N/C[Si](C)(C)C
lowest unoccupied orbital energy: 0.92 eV
Kohn-Sham gap: 9.66 eV
molecular weight: 116.2 g/mol

=====

## b
Density functional theory data (ωB97M-V with the def2-TZVPD basis set) for a 2-piece molecular cluster, C4H12N2Si overall.

Each atom is followed by the atoms it is bonded to, with distances in Å.
Positions of all 19 atoms, in Å:
1 C 2.427 -1.352 2.092  C2 1.303, H8 1.095, H9 1.080
2 C 1.146 -1.188 2.269  C1 1.303, H10 1.077
3 C -0.261 2.563 -0.617  N6 1.438, H11 1.095, H12 1.095, H13 1.087
4 C 0.301 -0.836 -1.703  Si7 1.892, H14 1.084, H15 1.084, H16 1.087
5 N -2.339 -0.992 -0.309  Si7 1.724, H17 1.006, H18 1.006
6 N -1.204 1.485 -0.483  C3 1.438, Si7 1.710, H19 1.009
7 Si -0.821 -0.174 -0.331  C4 1.892, N5 1.724, N6 1.710
8 H 3.111 -1.677 2.881  C1 1.095
9 H 2.909 -1.170 1.142  C1 1.080
10 H 0.590 -1.340 3.179  C2 1.077
11 H -0.596 3.263 -1.388  C3 1.095
12 H -0.134 3.120 0.318  C3 1.095
13 H 0.708 2.165 -0.906  C3 1.087
14 H 1.070 -0.116 -1.957  C4 1.084
15 H 0.794 -1.750 -1.390  C4 1.084
16 H -0.276 -1.048 -2.599  C4 1.087
17 H -2.993 -0.771 0.423  N5 1.006
18 H -2.324 -1.988 -0.455  N5 1.006
19 H -2.107 1.808 -0.166  N6 1.009

lowest unoccupied orbital energy (alpha / beta): 0.34 / 0.35 eV
Kohn-Sham gap (alpha / beta): 8.06 / 6.66 eV
molecular weight: 116.2 g/mol

=====

The data favor a; the next most stable structure lies 0.692 eV above it.

=====

## a
Density functional theory data (ωB97M-V with the def2-TZVPD basis set) for an isolated ion of composition CH6NOS and charge +1.

Each atom is followed by the atoms it is bonded to, with distances in Å.
Positions of all 10 atoms, in Å:
1 N 1.023 0.126 0.530  C2 1.698, H5 1.037, H6 1.052, H7 0.997
2 C -0.277 0.577 -0.464  N1 1.698, S3 1.706, H8 1.132, H9 1.189
3 S -1.779 0.498 0.342  C2 1.706, O4 1.681
4 O -2.310 -1.063 0.016  S3 1.681, H10 1.004
5 H 0.942 0.383 1.532  N1 1.037
6 H 1.902 0.484 0.075  N1 1.052
7 H 1.020 -0.865 0.418  N1 0.997
8 H -0.223 0.203 -1.531  C2 1.132
9 H -0.094 1.732 -0.677  C2 1.189
10 H -3.307 -1.171 0.075  O4 1.004

structure (SMILES): [NH3+]CSO
lowest unoccupied orbital energy: -3.86 eV
Kohn-Sham gap: 9.78 eV
total charge: +1
molecular weight: 80.1 g/mol

=====

## b
Density functional theory data (ωB97M-V with the def2-TZVPD basis set) for a 2-piece molecular cluster, CH6NOS overall.

Each atom is followed by the atoms it is bonded to, with distances in Å.
Positions of all 10 atoms, in Å:
1 C 0.031 0.888 0.291  N2 1.319, O3 1.308, S4 1.690
2 N 0.286 1.375 -0.907  C1 1.319, H7 1.030, H8 1.049
3 O 0.631 1.531 1.260  C1 1.308, H9 0.931
4 S -0.997 -0.450 0.390  C1 1.690, H5 1.427
5 H -0.853 -0.997 1.701  S4 1.427
6 H -0.413 -3.800 -1.167  H10 0.761
7 H -0.358 1.151 -1.679  N2 1.030
8 H 0.969 2.167 -0.990  N2 1.049
9 H 0.807 1.253 2.131  O3 0.931
10 H -0.104 -3.118 -1.030  H6 0.761

lowest unoccupied orbital energy: -4.64 eV
Kohn-Sham gap: 11.07 eV
total charge: +1
molecular weight: 80.1 g/mol

=====

The data favor b; the next most stable structure lies 0.169 eV above it.